Record 1
7
Properties=species:S:1:pos:R:3 method="wB97M-V/def2-TZVPD" molar_mass_g_mol=96.04 fmax_ev_per_a=3.80 homo_ha=-0.38137 e_lumo_ev=-0.01 energy_ha=-378.08678 spin_multiplicity=1 de_lowest_ev=0.160 orbital_gap_ev=10.372 total_charge=0
C -0.013 -0.744 -0.555
C 0.968 -0.799 -1.328
C 0.402 1.979 1.023
C -0.997 -0.969 0.260
O -0.064 2.304 1.981
O -1.963 -0.975 0.891
O 1.667 -0.796 -2.271



Record 2
98
Properties=species:S:1:pos:R:3 method="wB97M-V/def2-TZVPD" molar_mass_g_mol=1137.26 fmax_ev_per_a=1.30 homo_ha="-0.08597 / -0.08635" e_lumo_ev="3.93 / 3.93" energy_ha=-7122.42431 spin_multiplicity=3 de_lowest_ev=0.696 orbital_gap_ev="6.268 / 6.278" total_charge=-2
Tm 0.510 -0.722 0.793
C 1.218 -3.803 -1.744
N 1.085 -3.444 -0.330
C 2.392 -3.514 0.324
C 3.417 -2.466 -0.155
N 2.965 -1.058 -0.224
C 2.790 -0.603 -1.606
C 3.909 -0.239 0.503
C 4.882 0.522 -0.122
C 5.834 1.209 0.614
C 5.811 1.147 1.997
C 4.836 0.412 2.637
C 3.871 -0.293 1.912
S 2.699 -1.272 2.730
C 0.124 -4.369 0.260
C 0.414 -5.727 0.333
C -0.517 -6.662 0.746
C -1.792 -6.239 1.090
C -2.090 -4.900 1.066
C -1.148 -3.934 0.679
S -1.703 -2.297 0.728
H 1.603 -4.827 -1.867
H 1.895 -3.118 -2.250
H 0.246 -3.739 -2.229
H 2.878 -4.495 0.167
H 2.229 -3.382 1.398
H 3.821 -2.767 -1.132
H 4.244 -2.526 0.561
H 3.663 -0.832 -2.236
H 2.613 0.474 -1.618
H 1.913 -1.074 -2.046
H 4.921 0.587 -1.197
H 6.599 1.769 0.097
H 6.568 1.665 2.571
H 4.805 0.356 3.716
H 1.394 -6.084 0.046
H -0.259 -7.712 0.780
H -2.548 -6.955 1.381
H -3.067 -4.532 1.337
Cl -1.355 -2.693 3.828
C -1.222 -0.983 4.047
C -0.409 -0.265 3.159
C -0.182 1.054 3.580
Cl 1.108 1.897 2.800
C -0.847 1.676 4.629
Cl -0.603 3.341 4.989
C -1.725 0.931 5.405
Cl -2.593 1.678 6.687
C -1.863 -0.426 5.149
Cl -2.834 -1.378 6.210
O -1.693 -0.467 -5.412
C -1.979 -1.535 -4.647
C -2.737 -2.561 -5.212
C -3.065 -3.690 -4.487
C -2.657 -3.804 -3.169
C -1.913 -2.788 -2.602
C -1.539 -1.657 -3.317
C -0.611 -0.674 -2.669
O -0.199 -0.872 -1.489
N -0.298 0.325 -3.461
N 0.742 1.163 -3.237
C 0.609 2.398 -3.386
S -0.984 3.245 -3.582
C -0.256 4.900 -3.816
C 1.060 4.942 -3.075
S 1.992 3.458 -3.571
H -1.134 0.128 -4.820
H -3.054 -2.446 -6.239
H -3.645 -4.478 -4.953
H -2.911 -4.676 -2.583
H -1.618 -2.844 -1.568
H -0.968 5.626 -3.425
H -0.122 5.059 -4.890
H 0.916 4.849 -1.997
H 1.653 5.821 -3.326
C -4.521 4.675 2.956
C -3.342 4.152 2.185
C -2.119 4.800 2.216
C -1.018 4.311 1.526
C 0.264 5.089 1.596
C -1.138 3.124 0.794
C -2.372 2.468 0.739
C -2.567 1.204 -0.042
C -3.455 2.995 1.432
C 0.077 2.580 0.041
O 0.737 3.371 -0.632
O 0.340 1.347 0.180
H -4.272 5.610 3.454
H -4.823 3.951 3.715
H -5.373 4.846 2.296
H -2.015 5.714 2.787
H 0.192 5.875 2.348
H 0.478 5.547 0.632
H 1.103 4.442 1.841
H -1.881 1.147 -0.885
H -3.586 1.130 -0.424
H -2.389 0.332 0.602
H -4.408 2.484 1.381



Record 3
54
Properties=species:S:1:pos:R:3 method="wB97M-V/def2-TZVPD" molar_mass_g_mol=651.13 fmax_ev_per_a=6.09 homo_ha="-0.00086 / -0.33127" e_lumo_ev="2.10 / 2.07" energy_ha=-4177.72930 spin_multiplicity=7 orbital_gap_ev="2.122 / 11.083" total_charge=-1
Mn -0.470 1.006 1.755
P 0.608 2.326 4.263
F -0.669 1.447 3.876
F 1.033 2.064 2.773
F -0.311 3.563 3.896
F 1.872 3.232 4.678
F 0.225 2.421 5.831
F 1.504 1.027 4.650
P -2.127 -1.377 2.571
F -1.693 -2.880 2.543
F -3.112 -1.648 1.290
F -3.339 -1.514 3.799
F -2.405 0.228 2.536
F -0.910 -1.027 3.653
F -0.863 -0.975 1.574
C -5.398 -1.267 -1.934
C -4.204 -0.346 -2.263
C -4.555 1.098 -2.622
O -3.612 1.746 -1.807
C -3.191 0.880 -0.759
O -2.741 1.186 0.296
O -3.566 -0.309 -1.012
H -5.590 -1.157 -0.867
H -5.248 -2.344 -2.008
H -6.290 -1.144 -2.547
H -3.537 -0.830 -2.977
H -5.582 1.312 -2.326
H -4.389 1.245 -3.689
C 6.215 -0.506 0.988
C 4.975 -1.254 0.625
C 4.638 -2.393 1.496
O 3.259 -2.192 1.934
C 2.794 -0.958 1.423
O 1.698 -0.466 1.689
O 3.808 -0.300 0.848
H 6.050 0.100 1.878
H 6.614 0.163 0.225
H 7.072 -1.128 1.248
H 5.070 -1.488 -0.435
H 5.404 -2.552 2.254
H 4.685 -3.349 0.975
C 1.166 -0.567 -4.137
C 0.944 0.748 -3.357
C -0.418 1.356 -3.396
O -0.449 1.958 -2.088
C 0.240 1.310 -1.285
O 0.124 1.338 -0.093
O 0.933 0.301 -2.033
H 0.806 -1.462 -3.632
H 2.250 -0.678 -4.133
H 0.743 -0.435 -5.133
H 1.745 1.486 -3.377
H -1.345 0.810 -3.565
H -0.459 2.194 -4.092



Record 4
25
Properties=species:S:1:pos:R:3 method="wB97M-V/def2-TZVPD" molar_mass_g_mol=191.25 fmax_ev_per_a=5.32 homo_ha=-0.31146 smiles="C[C@@H]1CC=C(S(=O)(=O)O)NCC1" e_lumo_ev=0.61 energy_ha=-953.10602 spin_multiplicity=1 de_lowest_ev=3.059 orbital_gap_ev=9.084 total_charge=0
C -0.651 -2.425 1.249
C -1.201 -1.008 1.079
C -1.469 -0.795 -0.466
C -0.198 -0.440 -1.197
C 0.452 0.669 -0.995
S 1.953 0.921 -1.856
O 2.952 1.384 -0.996
O 2.377 -0.135 -2.742
O 1.458 2.064 -2.897
N 0.371 1.637 -0.043
C -0.349 1.517 1.218
C -0.336 0.123 1.765
H 0.382 -2.533 0.916
H -1.317 -2.914 0.421
H -0.637 -2.848 2.211
H -2.115 -1.092 1.615
H -2.015 0.111 -0.399
H -1.924 -1.725 -0.796
H 0.062 -1.111 -2.044
H 2.079 2.244 -3.681
H 1.197 2.134 0.027
H -1.290 1.907 1.033
H 0.191 2.193 1.877
H 0.774 -0.146 1.914
H -0.746 0.268 2.789



Record 5
124
Properties=species:S:1:pos:R:3 method="wB97M-V/def2-TZVPD" molar_mass_g_mol=1456.27 fmax_ev_per_a=4.73 homo_ha=-0.45484 e_lumo_ev=-10.14 energy_ha=-9202.01871 spin_multiplicity=1 de_lowest_ev=0.000 orbital_gap_ev=2.240 total_charge=+1
Al 3.997 -0.506 0.029
C 3.681 1.006 -4.340
F 3.387 2.117 -5.001
F 2.576 0.330 -4.114
F 4.529 0.323 -5.078
S 4.345 1.626 -2.637
O 4.996 2.876 -2.731
O 3.184 1.553 -1.789
N 5.437 0.381 -2.110
S 6.848 0.755 -2.746
O 6.723 1.109 -4.128
O 7.613 1.668 -1.948
C 7.945 -0.776 -2.743
F 8.571 -0.926 -1.599
F 7.216 -1.860 -3.034
F 8.810 -0.594 -3.720
C 1.214 2.514 1.709
F 1.438 2.876 0.466
F 2.203 2.942 2.476
F 0.094 3.001 2.182
S 1.091 0.605 1.834
O 2.284 0.159 2.484
O -0.164 0.323 2.431
N 1.233 0.084 0.188
S -0.273 -0.102 -0.368
O -0.862 -1.361 -0.020
O -1.037 1.105 -0.313
C 0.125 -0.389 -2.184
F -0.626 -1.321 -2.718
F -0.087 0.739 -2.862
F 1.424 -0.660 -2.284
O 3.631 -2.293 -2.067
S 3.255 -3.186 -3.141
O 2.910 -4.527 -2.811
O 2.086 -2.542 -3.971
C 1.105 -3.358 -4.635
C 0.309 -2.494 -5.628
C 4.507 -3.186 -4.405
H 0.372 -3.633 -3.872
H 1.383 -4.305 -5.097
H 0.988 -1.822 -6.151
H -0.484 -1.941 -5.138
H -0.117 -3.236 -6.302
H 4.094 -3.811 -5.198
H 5.358 -3.787 -4.088
H 4.659 -2.147 -4.673
O -7.577 -0.311 -2.482
S -7.500 -1.370 -1.529
O -8.261 -2.551 -1.761
O -5.955 -1.763 -1.447
C -5.612 -3.043 -0.827
C -4.108 -3.171 -0.997
C -7.777 -0.641 0.059
H -6.249 -3.767 -1.326
H -5.842 -2.962 0.239
H -3.667 -4.115 -0.683
H -3.538 -2.391 -0.496
H -4.022 -3.103 -2.086
H -6.979 0.035 0.367
H -7.720 -1.412 0.830
H -8.716 -0.097 0.065
O -5.802 -3.587 5.448
S -4.707 -2.929 6.084
O -4.127 -3.417 7.281
O -3.492 -2.951 5.006
C -3.841 -2.707 3.641
C -2.633 -1.981 3.052
C -4.971 -1.160 6.150
H -4.750 -2.107 3.591
H -4.021 -3.609 3.050
H -1.732 -2.522 3.345
H -2.539 -1.041 3.603
H -2.647 -1.808 1.980
H -5.437 -0.874 5.212
H -4.029 -0.649 6.330
H -5.622 -0.894 6.981
O 4.029 0.618 4.918
S 4.737 -0.399 4.220
O 4.777 -0.393 2.782
O 6.252 -0.375 4.677
C 6.527 -0.100 6.086
C 7.974 -0.565 6.311
C 4.272 -2.018 4.845
H 5.930 -0.804 6.662
H 6.462 0.974 6.211
H 8.079 -0.876 7.349
H 8.704 0.225 6.143
H 8.225 -1.391 5.648
H 3.607 -1.931 5.700
H 5.186 -2.552 5.088
H 3.741 -2.609 4.100
C -0.929 3.496 -4.096
C -2.177 3.236 -3.263
O -2.449 4.431 -2.563
S -1.528 5.649 -3.101
O -0.448 5.785 -2.189
O -2.359 6.748 -3.396
O -1.060 4.875 -4.421
H -0.797 2.869 -4.971
H -0.045 3.276 -3.483
H -2.054 2.297 -2.726
H -3.011 3.097 -3.959
C 0.491 4.371 5.027
C 0.147 4.905 6.442
O -1.121 5.538 6.356
S -1.766 5.351 4.885
O -1.477 6.507 4.115
O -3.095 4.870 4.873
O -0.818 4.122 4.513
H 1.007 3.423 5.127
H 1.014 5.156 4.484
H 0.887 5.676 6.664
H 0.204 4.125 7.197
C -4.173 0.197 -3.318
C -5.234 -0.093 -4.352
O -4.671 0.263 -5.610
S -3.080 0.379 -5.593
O -2.632 1.616 -6.121
O -2.533 -0.781 -6.216
O -2.893 0.204 -3.996
H -4.187 -0.361 -2.389
H -4.252 1.245 -3.000
H -6.144 0.458 -4.152
H -5.417 -1.170 -4.345



Record 6
8
Properties=species:S:1:pos:R:3 method="wB97M-V/def2-TZVPD" molar_mass_g_mol=112.14 fmax_ev_per_a=1.15 homo_ha="-0.16462 / -0.17678" e_lumo_ev="-0.68 / -0.73" energy_ha=-890.30316 spin_multiplicity=1 orbital_gap_ev="3.802 / 4.080" total_charge=0
C 0.389 -1.013 0.788
C 0.208 0.302 0.930
O -0.063 1.050 -0.222
C -0.756 0.525 -1.216
F 0.191 -1.850 1.826
H 0.780 -1.499 -0.106
H 0.623 0.889 1.750
K -1.373 1.597 -3.750



Record 7
87
Properties=species:S:1:pos:R:3 method="wB97M-V/def2-TZVPD" molar_mass_g_mol=780.82 fmax_ev_per_a=5.23 homo_ha="-0.02185 / -0.04055" e_lumo_ev="4.07 / 4.07" energy_ha=-2356.28894 spin_multiplicity=6 de_lowest_ev=2.561 orbital_gap_ev="4.662 / 5.170" total_charge=-2
Ru -0.046 -0.435 0.466
C 0.761 0.019 -5.564
C 1.233 1.094 -4.573
C 1.945 2.218 -5.353
O 0.156 1.636 -3.846
C 0.203 1.127 -2.513
C 1.728 0.907 -2.322
O 2.116 0.516 -3.638
C 2.353 -0.097 -1.274
O 1.838 0.088 -0.023
C 2.147 -1.622 -1.676
C 3.267 -2.358 -2.454
C 2.882 -2.984 -3.752
C 1.600 -3.055 -4.159
C 0.540 -2.555 -3.343
C 0.780 -1.885 -2.196
C 3.857 0.209 -1.187
C 4.634 0.608 -2.278
C 5.989 0.833 -2.151
C 6.625 0.658 -0.925
C 5.862 0.281 0.173
C 4.505 0.064 0.046
C -0.593 2.008 -1.495
O -0.514 1.418 -0.276
C -0.177 3.481 -1.401
C -0.722 4.242 -0.365
C -0.450 5.588 -0.248
C 0.390 6.221 -1.161
C 0.933 5.475 -2.195
C 0.647 4.130 -2.322
C -2.069 2.106 -1.945
C -2.452 2.512 -3.220
C -3.787 2.649 -3.540
C -4.774 2.424 -2.589
C -4.399 2.045 -1.309
C -3.065 1.879 -0.994
H 0.019 0.440 -6.242
H 0.332 -0.814 -5.013
H 1.622 -0.341 -6.120
H 1.275 2.631 -6.104
H 2.834 1.809 -5.828
H 2.251 3.012 -4.677
H -0.313 0.156 -2.504
H 2.174 1.890 -2.089
H 4.151 -1.734 -2.609
H 3.698 -3.359 -4.360
H 1.343 -3.507 -5.111
H -0.482 -2.739 -3.649
H -0.053 -1.566 -1.548
H 4.166 0.742 -3.240
H 6.559 1.144 -3.021
H 7.690 0.827 -0.834
H 6.334 0.160 1.143
H 3.914 -0.190 0.914
H -1.371 3.757 0.348
H -0.893 6.162 0.555
H 0.610 7.277 -1.070
H 1.590 5.951 -2.914
H 1.051 3.583 -3.154
H -1.695 2.707 -3.962
H -4.069 2.947 -4.543
H -5.819 2.553 -2.844
H -5.156 1.886 -0.552
H -2.778 1.561 -0.002
O -3.785 -0.134 2.533
C -2.655 -0.257 2.128
O -2.142 -0.541 1.051
C -1.420 -0.032 3.381
O -1.908 0.179 4.464
O -0.300 -0.150 2.917
C 3.172 -4.756 -1.477
C 3.477 -3.318 -1.246
C 2.422 -2.538 -0.443
C 1.188 -3.259 0.019
C 0.171 -2.525 0.634
C -0.947 -3.233 1.093
C -1.068 -4.606 0.890
C -0.086 -5.304 0.225
C 1.070 -4.647 -0.217
C 2.079 -5.348 -0.964
H 3.892 -5.320 -2.055
H 4.492 -3.223 -0.831
H 2.851 -1.999 0.404
H -1.751 -2.734 1.618
H -1.966 -5.110 1.230
H -0.214 -6.364 0.026
H 1.911 -6.406 -1.135



Record 8
19
Properties=species:S:1:pos:R:3 method="wB97M-V/def2-TZVPD" molar_mass_g_mol=135.17 fmax_ev_per_a=4.40 homo_ha=-0.29162 smiles="C[N+]([O-])=c1cccccc1" e_lumo_ev=0.67 energy_ha=-440.06269 spin_multiplicity=1 de_lowest_ev=5.133 orbital_gap_ev=8.602 total_charge=0
C 0.743 -0.578 -2.580
N 0.348 -1.255 -1.266
O -0.058 -2.422 -1.377
C 0.455 -0.580 -0.158
C 0.131 -1.122 1.117
C -0.767 -0.681 1.967
C -1.509 0.503 1.808
C -1.210 1.562 1.079
C 0.109 1.704 0.442
C 0.856 0.808 -0.134
H 0.936 -1.265 -3.381
H 1.800 -0.061 -2.258
H 0.054 0.126 -2.985
H 0.820 -1.931 1.399
H -0.911 -1.304 2.900
H -2.515 0.600 2.275
H -1.838 2.365 1.182
H 0.606 2.573 0.445
H 1.950 0.956 -0.474



Record 9
73
Properties=species:S:1:pos:R:3 method="wB97M-V/def2-TZVPD" molar_mass_g_mol=833.93 fmax_ev_per_a=1.61 homo_ha="-0.17466 / -0.19186" e_lumo_ev="2.03 / 1.03" energy_ha=-3053.05256 spin_multiplicity=5 de_lowest_ev=0.008 orbital_gap_ev="6.778 / 6.254" total_charge=-1
Ir 0.280 -1.539 0.029
N 2.908 -2.507 3.593
C 2.289 -2.274 2.396
S 0.601 -1.871 2.500
N 3.022 -2.395 1.338
N 2.411 -2.271 0.124
C 3.217 -2.340 -0.880
C 2.886 -2.271 -2.271
C 3.946 -2.243 -3.197
C 3.734 -2.114 -4.547
C 2.419 -1.982 -5.014
C 1.358 -2.027 -4.145
C 1.540 -2.232 -2.752
O 0.510 -2.393 -1.993
H 2.443 -2.175 4.418
H 3.913 -2.547 3.591
H 4.276 -2.442 -0.641
H 4.959 -2.317 -2.813
H 4.563 -2.108 -5.242
H 2.237 -1.840 -6.073
H 0.340 -1.922 -4.499
N -1.387 -3.216 -0.084
C -2.613 -3.118 0.658
C -3.139 -4.234 1.295
C -4.341 -4.134 1.985
C -5.003 -2.922 2.035
C -4.470 -1.801 1.418
C -3.268 -1.893 0.737
S -6.634 -2.802 2.814
O -6.554 -1.619 3.655
O -6.792 -4.055 3.537
O -7.513 -2.657 1.659
H -0.957 -4.126 0.022
H -1.522 -3.047 -1.077
H -2.612 -5.182 1.246
H -4.780 -4.986 2.486
H -5.001 -0.861 1.496
H -2.811 -1.025 0.271
N -0.522 0.275 -0.113
P 0.033 1.724 0.015
C 1.855 1.854 -0.013
C 2.610 2.541 0.929
C 3.995 2.527 0.846
C 4.626 1.850 -0.186
C 3.874 1.188 -1.147
C 2.493 1.177 -1.053
C -0.475 2.796 -1.367
C -1.336 2.255 -2.314
C -1.740 3.020 -3.399
C -1.282 4.322 -3.534
C -0.413 4.860 -2.593
C -0.004 4.098 -1.510
C -0.508 2.558 1.534
C -0.134 1.970 2.743
C -0.602 2.489 3.938
C -1.455 3.585 3.933
C -1.845 4.157 2.731
C -1.377 3.644 1.531
H 2.117 3.080 1.729
H 4.584 3.043 1.594
H 5.708 1.836 -0.241
H 4.360 0.675 -1.968
H 1.900 0.639 -1.786
H -1.672 1.234 -2.178
H -2.411 2.600 -4.137
H -1.597 4.924 -4.377
H -0.050 5.874 -2.703
H 0.682 4.506 -0.777
H 0.497 1.087 2.735
H -0.316 2.031 4.876
H -1.829 3.986 4.867
H -2.526 4.999 2.726
H -1.695 4.080 0.593